{
  "formula": "C5H7NO",
  "method": "the ωB97M-V functional and the def2-TZVPD basis",
  "symbols": ["H", "C", "H", "H", "H", "C", "N", "H", "O", "C", "C", "C", "H", "H"],
  "positions_angstrom": [[0.82696, -0.15900, 1.25878], [-0.33477, -2.98532, -0.01411], [-0.09513, -3.98162, 0.29607], [-0.33392, -0.31456, -1.68126], [-1.13170, 1.13826, 1.25319], [1.11251, 1.86973, 1.02275], [0.69368, 0.62407, 0.62261], [1.80032, 1.88186, 1.87578], [0.75236, 2.88898, 0.46696], [-0.63339, -1.86355, -0.34336], [-0.97231, -0.49908, -0.78938], [-0.68845, 0.70907, 0.20039], [-0.80317, 1.59184, -0.41876], [-1.99290, -0.48736, -1.18883]],
  "atomic_forces_ev_per_a": [[0.3, 0.4, 0.0], [-0.2, 0.6, 0.0], [0.0, 0.3, -0.1], [-0.2, 0.2, 0.7], [-0.8, -2.2, -2.6], [0.7, 0.2, -0.4], [0.3, 0.3, 0.2], [0.3, 0.0, 0.0], [0.2, -0.3, 0.6], [0.0, -0.3, 0.4], [-0.2, 0.3, 0.4], [-0.6, 0.5, 0.7], [0.2, 0.0, -0.1], [0.0, 0.1, 0.4]],
  "mulliken_charge": [0.272, 0.176, 0.402, 0.263, 0.267, 0.106, -0.254, 0.320, -0.521, -0.539, -0.611, -0.577, 0.339, 0.357],
  "lumo_ev": 0.859,
  "smiles": "C#CCCNC=O",
  "e_homo_ha": -0.361,
  "homo_lumo_gap_ev": 10.69,
  "multiplicity": 1
}

***

{
  "formula": "C5H7NO",
  "method": "the ωB97M-V functional and the def2-TZVPD basis",
  "symbols": ["C", "N", "H", "H", "H", "C", "C", "O", "H", "H", "H", "C", "H", "C"],
  "positions_angstrom": [[0.63779, 1.13437, 0.29948], [1.75614, 0.60127, 0.61468], [-0.43865, -2.01521, 0.23251], [-2.02855, 1.67141, -0.15472], [1.87941, -0.40024, -1.51438], [1.43117, -0.81121, 0.79556], [0.01564, -1.03624, 0.33226], [2.16060, -1.60199, 1.32515], [-2.57870, 0.19488, 0.65063], [-2.27530, 0.18400, -1.09109], [1.32532, -0.88687, -1.61679], [-0.50991, 0.17768, 0.14694], [0.54618, 2.20572, 0.11440], [-1.92114, 0.58243, -0.13464]],
  "atomic_forces_ev_per_a": [[0.1, 0.0, 0.1], [-0.4, 0.1, 0.2], [0.0, 0.2, 0.2], [0.0, -0.2, 0.0], [0.1, -0.1, -0.3], [0.3, -0.4, 0.3], [-0.1, 0.2, 0.2], [-0.3, 0.4, -0.4], [0.1, 0.1, -0.2], [0.1, 0.1, 0.1], [0.2, 0.0, -0.3], [0.0, -0.2, 0.1], [0.0, -0.2, 0.1], [-0.1, 0.0, 0.0]],
  "mulliken_charge": [-0.390, -0.522, 0.369, 0.350, 0.106, 0.385, -0.761, -0.456, 0.286, 0.284, -0.038, 1.121, 0.408, -1.143],
  "lumo_ev": -0.912,
  "smiles": "CC1=CC(=O)N=C1.[H][H]",
  "e_homo_ha": -0.372,
  "homo_lumo_gap_ev": 9.20,
  "multiplicity": 1
}